1.
Computed, not measured: C20H40F3NO6Si2 as an isolated structure at a distorted geometry, with ωB97M-V/def2-TZVPD.

```
72
Properties=species:S:1:pos:R:3:forces:R:3
C 0.738 3.919 1.547 -1.3 -0.5 -0.5
C 0.549 3.667 0.362 -0.1 0.4 -0.3
C 0.124 3.487 -1.141 1.1 0.8 1.8
Si -1.488 2.455 -1.144 -0.8 -0.3 -1.3
O -1.338 0.863 -1.784 1.9 0.8 1.5
Si 0.088 0.041 -1.304 -0.8 -1.2 -0.5
C -0.072 -0.963 0.304 0.3 -0.3 0.7
C -0.185 0.037 1.550 0.6 -0.7 -0.1
C 0.394 -0.566 2.908 -0.6 0.2 0.2
N 1.858 -0.320 3.070 -0.5 0.1 -0.8
C 0.501 -1.174 -2.763 -2.1 -0.1 0.0
O 1.778 -1.857 -2.608 1.1 2.1 -0.5
C 2.869 -1.034 -2.783 1.6 -1.5 -0.5
F 2.665 0.060 -3.604 0.2 -1.5 1.8
F 3.857 -1.814 -3.421 -1.6 1.5 1.1
F 3.467 -0.641 -1.572 -1.4 -0.3 -2.3
H 0.563 4.044 2.650 0.7 -0.2 -1.9
H -0.111 4.530 -1.531 0.2 -1.3 0.4
H 0.967 3.070 -1.762 -0.9 0.4 0.7
H -2.426 3.167 -2.041 0.1 -0.2 0.0
H -2.138 2.439 0.180 0.3 -0.2 0.1
H 1.255 0.925 -1.125 -0.1 0.2 0.0
H -0.904 -1.740 0.278 0.9 1.0 0.1
H 0.896 -1.560 0.445 -1.1 0.7 -0.4
H -1.271 0.332 1.655 1.3 -0.1 0.1
H 0.462 0.941 1.312 -1.0 -0.7 0.4
H 0.202 -1.677 2.994 -0.2 1.2 -0.2
H -0.123 -0.031 3.759 0.4 -0.8 -0.9
H 2.314 -1.071 3.596 -0.3 0.3 -0.5
H 2.271 -0.214 2.136 0.1 -0.3 0.7
H -0.298 -1.987 -2.677 1.2 0.8 -0.2
H 0.334 -0.705 -3.780 0.6 -0.6 1.1
C -2.676 3.556 -6.521 0.0 0.3 0.2
C -3.179 2.671 -5.409 -0.2 0.1 0.4
O -3.545 3.135 -4.350 0.1 -0.1 -0.4
C -3.207 1.186 -5.665 -0.1 0.1 0.3
H -2.711 4.598 -6.198 0.0 -0.1 0.0
H -1.643 3.299 -6.763 -0.1 -0.1 -0.2
H -3.309 3.442 -7.403 0.2 -0.1 -0.1
H -2.198 0.825 -5.868 -0.1 -0.1 -0.2
H -3.865 0.966 -6.509 0.2 0.0 -0.1
H -3.590 0.675 -4.781 0.1 0.0 -0.1
C -2.839 -3.608 -7.237 -0.3 0.1 0.2
C -1.968 -2.549 -6.611 -0.2 0.3 0.4
O -2.379 -1.846 -5.711 0.2 -0.2 -0.2
C -0.568 -2.398 -7.148 0.1 0.3 0.2
H -3.817 -3.604 -6.753 0.1 0.0 0.0
H -2.973 -3.399 -8.300 0.1 -0.2 0.0
H -2.384 -4.591 -7.101 0.0 0.0 -0.2
H -0.602 -2.135 -8.207 0.1 -0.2 0.0
H -0.014 -3.328 -7.008 0.0 0.0 -0.2
H -0.057 -1.600 -6.606 -0.1 -0.1 0.0
C -0.656 -1.227 8.034 0.3 0.1 -0.1
C -0.788 -1.590 6.577 0.4 0.0 -0.3
O 0.153 -1.502 5.815 -0.3 -0.1 0.3
C -2.137 -2.068 6.103 0.1 0.0 -0.4
H 0.366 -0.901 8.234 -0.1 0.0 0.0
H -1.338 -0.410 8.277 -0.1 -0.2 0.1
H -0.873 -2.098 8.655 -0.2 0.1 0.0
H -2.884 -1.288 6.261 -0.1 -0.1 0.2
H -2.420 -2.976 6.639 -0.1 0.1 0.1
H -2.086 -2.293 5.036 0.0 0.0 0.1
C 3.136 -0.219 6.514 -0.1 0.2 0.3
C 4.051 0.792 7.153 -0.2 0.2 0.4
O 3.681 1.480 8.082 0.1 -0.2 -0.3
C 5.444 0.916 6.592 0.1 0.3 0.2
H 2.169 -0.200 7.016 0.1 0.0 -0.1
H 2.987 0.027 5.460 0.0 -0.1 0.0
H 3.561 -1.221 6.612 0.0 0.0 -0.2
H 5.398 1.212 5.542 0.0 -0.2 0.0
H 5.972 -0.035 6.693 0.0 0.0 -0.2
H 5.991 1.680 7.148 -0.1 -0.1 0.0
```
Forces are in eV/Å.

Values from the calculation:
HOMO   -0.328 hartree
E_tot   -59070.68696 eV
Gap between HOMO and LUMO   9.4 eV

***

2.
Computed, not measured: C20H30F6O15V as an isolated structure at a distorted geometry, with ωB97M-V/def2-TZVPD.

```
72
Properties=species:S:1:pos:R:3:forces:R:3
O 0.128 -0.873 -0.546 -0.4 2.6 -1.0
V -0.232 0.715 -0.754 -0.4 -0.7 2.8
O -0.167 1.101 -2.272 0.4 -0.4 -0.1
C 2.651 1.567 0.407 -0.5 0.4 1.3
O 3.300 2.645 1.087 0.4 0.5 -0.3
O 1.323 1.819 0.463 -1.4 -1.5 -2.7
C 3.293 1.104 -0.942 -0.3 0.9 -0.3
F 4.604 0.792 -0.749 -0.5 -0.5 0.0
F 2.624 0.025 -1.401 0.8 0.2 0.3
F 3.299 1.993 -1.961 -0.3 0.0 0.3
C 4.194 3.560 0.471 1.0 -1.1 -0.3
C 5.296 3.876 1.476 -1.0 0.2 -0.3
H 5.919 4.635 0.997 0.3 0.0 0.4
H 4.775 4.277 2.347 0.4 0.1 0.2
H 5.839 2.979 1.760 0.1 0.1 0.0
H 3.770 4.503 0.116 -0.6 -0.2 0.1
H 4.659 3.053 -0.379 0.0 0.4 -0.1
H 2.919 0.742 1.084 0.0 -0.5 -0.2
C -3.273 1.029 -0.562 2.7 0.1 1.4
O -2.513 -0.151 -0.813 -1.2 -1.3 -1.8
O -2.245 1.826 -0.174 -0.2 0.3 -0.7
C -4.177 1.488 -1.768 0.9 1.2 1.2
F -5.426 1.020 -1.582 -0.1 -0.6 -0.6
F -4.311 2.827 -1.776 0.1 -0.1 0.1
F -3.693 1.166 -2.969 -0.4 -0.5 -0.1
C -3.120 -1.304 -1.434 1.1 -1.1 1.0
C -3.197 -2.385 -0.369 0.8 -0.6 1.1
H -2.228 -2.714 0.021 0.3 0.2 -0.5
H -3.634 -1.984 0.551 -0.5 0.1 -0.3
H -3.717 -3.308 -0.634 -0.3 0.2 -0.3
H -2.376 -1.533 -2.196 -0.5 -0.5 -0.3
H -4.141 -1.293 -1.819 0.1 1.3 -0.3
H -3.916 0.711 0.271 -0.7 0.6 0.0
C -4.007 1.061 4.710 0.6 0.0 -0.8
C -2.516 0.694 4.722 -2.4 -0.1 2.7
C -2.240 -0.783 5.052 1.6 0.7 0.0
O -1.531 -1.169 3.879 -0.8 -2.0 -0.2
C -1.388 -0.182 3.001 0.9 0.4 -0.5
O -0.792 -0.293 1.979 -0.5 0.2 0.3
O -1.911 0.956 3.509 0.4 0.5 -0.5
H -3.990 2.143 4.581 -0.6 0.0 -0.2
H -4.454 0.836 5.678 0.0 -0.1 0.0
H -4.524 0.563 3.888 -0.2 0.1 0.1
H -2.271 1.324 5.586 1.6 0.1 -0.6
H -3.121 -1.348 5.358 -0.1 -0.3 -0.9
H -1.469 -0.973 5.805 -0.4 0.5 0.5
C -0.500 -1.460 -4.698 -0.4 -0.2 1.3
C -1.722 -1.942 -5.497 1.7 -0.9 0.7
C -2.986 -1.149 -5.288 1.0 0.8 -0.4
O -3.103 -0.461 -6.535 -0.7 -0.7 -1.4
C -2.349 -1.120 -7.520 1.6 2.6 1.8
O -2.233 -0.764 -8.647 -1.1 -0.6 -0.3
O -1.427 -1.863 -6.885 -0.8 -1.1 -0.6
H 0.348 -2.144 -4.660 -0.2 -0.2 -0.5
H -0.827 -1.417 -3.653 0.0 -0.1 0.1
H -0.085 -0.460 -4.825 -0.5 0.1 -0.8
H -1.921 -2.984 -5.231 0.3 -0.1 -0.1
H -2.707 -0.443 -4.507 -1.0 0.3 0.0
H -3.875 -1.745 -5.092 0.0 0.1 0.1
C 2.474 -2.098 1.948 0.3 -0.5 1.7
C 3.851 -1.943 2.566 0.4 2.1 -0.8
C 4.924 -1.497 1.513 -1.9 -1.7 0.2
O 5.443 -0.290 2.001 1.4 0.1 -1.0
C 4.915 0.028 3.176 -0.1 -0.1 1.4
O 5.308 0.860 3.943 -0.1 0.0 -0.8
O 3.893 -0.787 3.449 -0.8 -0.9 0.6
H 2.021 -1.190 1.553 0.4 -0.1 -0.5
H 1.845 -2.361 2.804 -0.4 -0.4 -0.3
H 2.582 -2.948 1.274 -0.6 0.2 -0.3
H 4.142 -2.825 3.134 0.0 0.0 0.1
H 4.369 -1.396 0.582 0.4 0.6 -0.2
H 5.607 -2.339 1.395 0.8 0.6 0.0
```
Forces are in eV/Å.

Values from the calculation:
Net charge   -1
HOMO   -0.228 hartree
E_tot   -93932.88657 eV
Energy relative to the best compared isomer or geometry (same formula, charge and spin)   0.0 kJ/mol
Gap between HOMO and LUMO   8.4 eV

***

3.
Computed, not measured: a 10-piece molecular cluster, C22H68N4O10 overall at a distorted geometry, with ωB97M-V/def2-TZVPD.

```
104
Properties=species:S:1:pos:R:3:forces:R:3
C 2.810 -4.919 -4.694 0.2 0.5 0.0
O 3.415 -3.640 -4.882 0.3 0.2 0.7
H 1.759 -4.864 -4.978 0.0 -0.4 -0.2
H 3.384 -5.695 -5.200 -0.3 -0.1 -0.3
H 2.862 -5.155 -3.632 0.0 0.2 0.0
H 3.351 -3.303 -5.778 -0.2 -0.4 -0.1
C -3.446 2.054 -2.734 -1.1 2.2 1.3
O -4.778 2.148 -3.293 0.7 -1.1 -0.9
H -3.482 1.652 -1.722 0.2 -0.9 -0.2
H -2.639 1.674 -3.360 -0.8 -0.5 -0.3
H -3.202 3.093 -2.513 0.7 0.2 -0.2
H -5.406 2.463 -2.639 0.3 0.0 0.2
C 3.038 6.133 4.101 2.0 -0.6 0.5
O 3.469 4.762 4.376 -1.2 0.3 -0.6
H 3.491 6.784 4.849 -0.6 0.2 0.4
H 3.525 6.480 3.190 -0.4 -0.2 -0.4
H 1.953 6.227 4.055 0.2 -0.3 0.1
H 4.282 4.683 4.881 -0.1 0.6 0.0
C 0.967 5.255 -3.255 1.6 -1.6 -0.5
O 0.009 5.802 -2.459 -1.2 1.7 0.9
H 1.783 5.894 -3.594 -0.3 0.7 -0.2
H 1.515 4.561 -2.618 -0.2 -0.6 -0.3
H 0.488 4.775 -4.108 0.4 -0.4 -0.2
H -0.257 6.613 -2.898 -0.4 0.2 0.3
C 6.140 -2.374 -1.414 -0.8 -0.4 -0.8
O 6.162 -3.505 -2.285 1.1 -0.7 0.4
H 6.606 -2.622 -0.460 -0.1 -0.3 -0.1
H 6.695 -1.528 -1.821 -0.2 0.1 -0.2
H 5.081 -2.154 -1.276 0.1 0.7 0.4
H 5.558 -3.479 -3.031 -0.2 0.6 0.2
C 5.996 1.477 3.002 -0.6 0.4 -0.4
O 5.492 0.380 2.224 1.4 -0.1 0.2
H 7.041 1.780 2.937 0.5 -1.2 -1.0
H 5.530 2.369 2.582 -0.5 0.3 0.9
H 5.920 1.278 4.071 -0.8 0.3 0.1
H 4.537 0.447 2.154 -0.1 0.3 0.1
C -0.537 2.321 1.199 -0.6 -0.5 -0.7
C 0.267 1.031 1.373 -0.3 0.1 -1.3
C 0.229 -0.047 0.210 1.6 1.0 -0.1
O 0.786 0.554 -0.972 -0.2 1.1 0.7
C 1.078 -0.264 -2.081 -1.9 -0.8 0.9
N 1.655 1.486 1.493 0.9 -1.0 -0.3
H -1.593 2.196 0.961 -0.3 -0.2 0.6
H -0.194 2.886 0.332 0.5 0.0 0.0
H -0.342 2.906 2.099 -0.5 0.2 -0.1
H -0.099 0.432 2.207 0.3 0.3 0.5
H -0.713 -0.570 0.044 -0.5 0.5 -0.1
H 0.930 -0.819 0.530 0.2 -0.3 0.2
H 0.117 -0.690 -2.367 -0.3 -0.2 -0.7
H 1.621 -1.151 -1.756 0.9 0.2 -0.4
H 1.431 0.336 -2.921 0.5 -0.2 0.4
H 1.884 1.746 0.544 0.4 -0.3 -0.4
H 1.820 2.362 1.968 -0.7 0.0 0.7
C 2.625 -4.581 3.861 -0.8 -1.0 -0.8
C 2.926 -3.436 4.783 1.8 0.2 0.1
C 2.496 -3.675 6.253 -0.4 0.3 -1.7
O 2.667 -2.508 7.031 0.3 0.0 0.4
C 1.637 -1.556 6.994 -0.8 0.4 -0.2
N 4.404 -3.190 4.683 -0.7 0.1 0.9
H 2.766 -4.356 2.804 0.4 0.4 0.0
H 1.600 -4.954 3.866 -0.4 0.3 0.4
H 3.223 -5.474 4.042 0.3 0.2 0.3
H 2.457 -2.501 4.477 -0.7 -0.1 -0.2
H 2.979 -4.530 6.727 0.3 0.3 0.0
H 1.451 -3.940 6.093 -0.5 0.0 0.7
H 0.664 -1.970 7.258 -0.1 -0.4 0.2
H 1.459 -1.058 6.041 0.4 -0.2 -0.5
H 1.805 -0.723 7.677 0.5 -0.4 0.3
H 4.565 -2.518 5.420 0.5 0.1 0.5
H 4.616 -2.637 3.865 -0.1 -0.1 -0.5
C -5.741 1.748 3.928 -1.2 1.1 0.3
C -7.091 2.536 4.051 -0.1 0.5 0.3
C -7.381 2.887 5.548 1.3 0.7 -0.2
O -8.510 3.655 5.902 -0.7 -0.7 -0.8
C -9.704 2.926 5.796 -1.0 0.6 0.4
N -7.054 3.786 3.239 0.3 -1.1 0.1
H -4.958 2.475 4.142 0.4 -0.3 0.1
H -5.607 1.337 2.928 -0.1 0.1 0.0
H -5.728 0.935 4.655 0.1 0.0 0.0
H -7.856 1.863 3.664 -0.3 0.2 -0.1
H -6.665 3.644 5.866 1.1 -0.6 -0.1
H -7.264 1.980 6.141 -0.3 -0.1 0.3
H -9.824 2.236 6.631 0.3 -0.6 -0.2
H -9.845 2.472 4.816 0.1 -0.3 0.1
H -10.540 3.610 5.943 0.1 0.3 -0.2
H -6.144 4.190 3.411 0.2 0.3 -0.1
H -7.722 4.461 3.582 -0.3 0.0 0.1
C -1.545 -4.214 -9.672 -1.3 -0.1 -0.3
C -0.272 -3.669 -9.033 -1.1 -0.8 -1.4
C -0.574 -2.954 -7.733 1.2 0.9 -1.2
O -1.385 -1.833 -8.097 0.4 -1.2 0.3
C -1.585 -0.950 -7.040 -1.3 -0.1 0.6
N 0.729 -4.708 -8.938 0.7 -0.3 0.6
H -2.357 -3.487 -9.693 0.1 0.2 0.2
H -1.956 -5.093 -9.177 0.2 -0.1 0.5
H -1.471 -4.538 -10.710 0.6 0.1 -0.1
H 0.122 -2.969 -9.769 0.1 0.5 0.4
H 0.401 -2.586 -7.415 0.2 0.1 0.5
H -0.961 -3.602 -6.946 -0.6 0.0 0.0
H -1.912 -1.463 -6.136 0.2 -0.4 0.3
H -2.495 -0.410 -7.301 0.5 0.8 -0.1
H -0.717 -0.349 -6.771 0.0 0.3 -0.3
H 0.919 -5.057 -9.866 0.2 0.1 -0.2
H 0.361 -5.516 -8.457 -0.1 -0.1 0.3
```
Forces are in eV/Å.

Values from the calculation:
SMILES   COC[C@H](C)N.COC[C@H](C)N.COC[C@H](C)N.COC[C@H](C)N.CO.CO.CO.CO.CO.CO
HOMO   -0.336 hartree
E_tot   -50344.29714 eV
Energy relative to the best compared isomer or geometry (same formula, charge and spin)   435.0 kJ/mol
Gap between HOMO and LUMO   9.5 eV